1.
Molecular formula: C5H7NO
Method: DFT, ωB97M-V/def2-TZVPD

As for the LUMO energy (alpha / beta): -0.915 / -0.909 eV. The energy relative to the best compared isomer or geometry (same formula, charge and spin) comes out at 453.20 kJ/mol. The HOMO energy (alpha / beta) is -8.161 / -8.162 eV. Its spin multiplicity is 1. Its total energy is -8831.5057 eV.

Element x y z (Å)
C  -1.98943  0.18548  -0.09571
C  -0.73063  -0.59070  0.40327
C  -1.26637  -1.82490  0.51435
O  1.62991  -0.89143  -1.11925
C  1.57237  -0.05717  -0.22581
N  2.56940  0.87776  -0.03132
C  0.36497  0.20667  0.55771
H  -1.95339  1.15932  0.39282
H  -2.96688  -0.27022  0.05453
H  -1.78416  0.30234  -1.16594
H  -1.72837  -2.37042  -0.31071
H  3.38258  0.76534  -0.61423
H  2.71703  1.24781  0.89498
H  0.18296  1.26013  0.74532

---

2.
Molecular formula: C5H7NO
Method: DFT, ωB97M-V/def2-TZVPD

As for the LUMO energy: 0.777 eV. The SMILES is CC[C@@]1(C#N)CO1. The energy relative to the best compared isomer or geometry (same formula, charge and spin) comes out at 174.93 kJ/mol. The HOMO energy is -11.119 eV. Its spin multiplicity is 1. Its total energy is -8834.3898 eV.

Element x y z (Å)
C  0.75039  -1.05722  -1.16126
C  0.96372  0.17788  -0.28862
C  -0.26945  0.61698  0.49743
C  -0.94395  1.81638  -0.00267
N  -1.45923  2.77073  -0.40440
C  -1.08467  -0.31525  1.29380
O  -0.18243  0.58031  1.91545
H  0.55420  -1.94935  -0.55724
H  1.64870  -1.25534  -1.75424
H  -0.08877  -0.92338  -1.85173
H  1.75189  -0.00802  0.44812
H  1.29919  1.01523  -0.90998
H  -2.14117  -0.10352  1.45360
H  -0.79842  -1.36542  1.32173

---

- What is the energy relative to the best compared isomer or geometry (same formula, charge and spin) in the second record?
  174.93 kJ/mol

---

- Which formula does entry 1 have?
  C5H7NO

---

- Which of these has the highest energy relative to the best compared isomer or geometry (same formula, charge and spin)?
  number 1